45
Properties=species:S:1:pos:R:3:lowdin_charge:R:1 method="wB97M-V/def2-TZVPD" orbital_gap_ha=0.291 fmax_ha_per_bohr=0.026 smiles="CCc1nccn1C(=O)c1cnn2c(C(F)F)cc(-c3ccc(C)cc3)nc12"
F 1.23717 -1.99493 5.20858 0.078
F 1.33855 0.13258 5.59415 0.077
O 3.93696 0.20269 -1.72301 0.122
N 1.79531 -0.54664 -1.97652 0.070
N 2.10068 -0.58432 2.32205 -0.006
N 0.24223 -0.43191 -3.54793 0.120
N 0.38680 -0.10353 0.74687 0.199
N 3.41001 -0.80015 2.37428 0.099
C 2.79405 -0.47546 0.21545 -0.062
C -0.08998 -1.42167 -2.66638 -0.143
C 3.16038 0.58312 -4.78346 -0.088
C -2.24551 0.16369 0.01466 -0.001
C -2.82891 0.64878 2.29425 -0.020
C -1.86963 0.25593 1.35937 -0.162
C -0.49230 -0.04678 1.72742 -0.176
C -3.53759 0.44143 -0.37282 -0.025
C 1.21853 -0.55598 3.34677 -0.071
C 1.74386 -0.83047 4.73305 -0.329
C 1.36893 0.06839 -3.14311 -0.306
C 2.10537 1.15604 -3.83270 -0.172
C 2.93207 -0.24301 -1.22048 -0.344
C 1.64789 -0.37482 1.01811 -0.188
C -4.49794 0.82669 0.55969 -0.271
C 3.83485 -0.71962 1.12536 -0.040
C -0.09195 -0.29317 3.07409 0.088
C -4.12008 0.92931 1.89395 -0.038
C 0.84117 -1.50205 -1.68445 -0.079
C -5.90190 1.10832 0.12976 -0.048
H -6.44522 1.65520 0.89602 0.076
H -3.81011 0.36195 -1.41491 0.117
H -1.50576 -0.13453 -0.71151 0.090
H 2.84164 -0.89020 4.75142 0.152
H 0.93618 -2.16845 -0.85362 0.119
H 3.92052 0.05000 -4.21865 0.062
H -5.91246 1.68375 -0.79351 0.082
H 2.59454 1.79959 -3.09961 0.108
H -0.80390 -0.28873 3.88145 0.122
H 3.63920 1.38897 -5.33345 0.070
H -2.56992 0.76354 3.33550 0.106
H 4.87348 -0.85543 0.89869 0.126
H 1.37799 1.73907 -4.39889 0.114
H -0.97707 -2.00642 -2.80725 0.098
H -6.42625 0.17098 -0.05806 0.087
H 2.69620 -0.09944 -5.49104 0.075
H -4.84807 1.23769 2.63043 0.112



92
Properties=species:S:1:pos:R:3:lowdin_charge:R:1 method="wB97M-V/def2-TZVPD" orbital_gap_ha=0.206 charge=-1 fmax_ha_per_bohr=0.013
Si -2.54507 2.67562 -3.72440 0.196
Si -3.71593 4.83409 -5.44823 0.198
O 5.53470 -0.70129 1.20042 -0.137
O 0.68425 1.44096 0.38949 -0.117
O 3.57648 1.12257 1.05052 -0.123
O 1.53958 -7.57620 0.04631 0.112
N 0.85116 -5.54755 0.87244 -0.123
N 0.43031 -1.50352 -1.13717 0.223
N -3.05266 3.33544 -5.16139 -0.233
N -3.11755 0.98467 5.11679 0.065
N 1.68890 -1.12669 2.77541 0.257
C 2.83959 2.30976 0.84496 -0.172
C 6.63765 -1.56824 1.34031 -0.289
C 1.42109 2.16275 1.34812 -0.188
C 1.28779 -4.41929 0.00408 -0.047
C -1.08168 0.68092 3.89646 -0.017
C -0.68247 1.24064 0.65058 -0.145
C -1.85000 1.29710 4.86776 -0.126
C 6.62652 -2.58387 0.21383 -0.072
C -2.94939 -0.66046 3.38476 -0.006
C -4.09778 5.04077 -7.29452 -0.218
C -3.64353 0.02133 4.37375 -0.130
C -1.63658 -0.32727 3.12324 -0.157
C -1.03593 -3.40546 3.02669 -0.183
C 4.96295 -0.25256 2.40977 -0.209
C -1.24714 -2.48860 1.82292 -0.138
C 0.59566 -1.04637 2.43612 -0.158
C 1.78833 -6.62506 0.73017 -0.506
C 3.13942 -6.50331 1.41240 -0.006
C -5.36947 5.17465 -4.56722 -0.210
C -1.13127 3.60723 -2.84855 -0.195
C 4.35254 1.11860 2.21569 -0.220
C 0.65949 -5.18520 2.28167 -0.195
C -1.00067 -0.26246 0.67123 -0.166
C -3.90858 2.47489 -2.40430 -0.204
C -1.88125 0.92236 -4.00107 -0.205
C -2.60223 6.31545 -5.01159 -0.210
C -0.82294 -1.02305 2.03079 -0.321
C -0.80905 -4.86450 2.61660 -0.159
C -0.20189 -0.94429 -0.36348 -0.171
H -0.70231 3.02099 -2.02402 -0.009
H -1.41216 2.07764 5.47624 0.108
H 0.56947 -4.25626 -0.79831 0.077
H 3.35864 -7.44049 1.91724 0.084
H -1.00102 1.72683 1.57214 0.123
H -3.57329 1.85081 -1.56292 -0.010
H -1.25523 1.68340 -0.16400 0.120
H 5.93854 -3.40317 0.41912 0.065
H 6.60964 -2.08763 2.30470 0.113
H 2.82637 2.49944 -0.22810 0.138
H -1.53880 0.45269 -3.07008 -0.008
H -2.04542 -0.40430 0.37880 0.164
H -4.80231 4.27152 -7.61953 0.009
H 1.35286 -3.49527 0.57904 0.061
H -2.29506 -2.51717 1.51699 0.126
H -5.85869 6.07622 -4.95556 0.007
H -2.66032 0.29034 -4.43379 0.012
H -4.78467 1.99729 -2.84785 0.014
H 4.20748 -0.96437 2.75580 0.095
H -1.03628 0.94517 -4.69229 0.014
H 3.73160 1.33355 3.09801 0.123
H -6.04810 4.33127 -4.71395 0.012
H 6.33975 -2.10596 -0.72066 0.080
H -1.60497 6.16500 -5.43108 0.012
H 1.29215 -4.33753 2.57405 0.109
H 7.57194 -0.99329 1.31532 0.115
H 0.96461 3.14004 1.54334 0.134
H -4.21626 3.43956 -1.99135 0.005
H -0.68523 -2.88059 0.97305 0.096
H -3.46083 -1.43835 2.83453 0.114
H -4.67574 -0.23682 4.57019 0.107
H -5.23048 5.31630 -3.49165 0.002
H 5.73399 -0.16160 3.18478 0.121
H -0.16362 -3.06634 3.58795 0.104
H -3.00159 7.25579 -5.41097 0.007
H 0.97707 -6.02589 2.90232 0.120
H -1.40564 -5.08275 1.72838 0.117
H -0.32993 3.81469 -3.56046 0.017
H -1.47375 4.55841 -2.43081 0.007
H 7.62394 -3.00941 0.08780 0.070
H 5.13857 1.88545 2.17122 0.127
H -4.53374 6.02137 -7.51888 0.007
H 1.47218 1.60741 2.29455 0.098
H 3.88213 -6.35020 0.62954 0.086
H -2.50098 6.43651 -3.92933 0.002
H 2.25756 -4.61746 -0.45235 0.090
H -1.17249 -5.52268 3.40471 0.104
H -1.89101 -3.34727 3.70140 0.109
H 3.19767 -5.66567 2.10203 0.071
H -3.18237 4.93177 -7.88093 0.009
H -0.05070 0.97799 3.76444 0.102
H 3.31349 3.15848 1.34974 0.125



16
Properties=species:S:1:pos:R:3:lowdin_charge:R:1 method="wB97M-V/def2-TZVPD" orbital_gap_ha="0.298 / 0.298" fmax_ha_per_bohr=0.073
N 0.97683 -1.50499 -0.08385 -0.020
C 1.16634 0.86669 -0.46087 -0.279
C -2.49050 -0.58803 -0.18727 -0.035
C 1.78608 -0.37733 0.20490 -0.426
C -0.05127 1.20639 0.25865 -0.215
B -0.95591 0.01905 -0.01736 0.090
H 2.73875 -0.53468 -0.42650 0.119
H -0.48677 2.22588 -0.02021 0.138
H 1.99339 -0.23948 1.24427 0.093
H -3.28647 0.15442 -0.22813 0.051
H 0.77550 -2.05468 0.75346 0.005
H 1.90232 1.69548 -0.44402 0.118
H 0.85839 0.39151 -1.51829 0.154
H -2.59916 -1.25357 0.64970 0.047
H 0.10409 1.19188 1.33650 0.119
H -2.43162 -1.19855 -1.06100 0.042



40
Properties=species:S:1:pos:R:3:lowdin_charge:R:1 method="wB97M-V/def2-TZVPD" orbital_gap_ha="0.219 / 0.226" charge=+4 fmax_ha_per_bohr=0.164
Lu 0.64790 -1.60718 0.07469 0.936
I 2.59224 -3.58598 0.31456 0.798
I 2.00305 3.97265 -0.18050 0.925
Sc 0.85375 1.57682 0.34270 0.296
S 1.46963 0.11747 -1.60505 0.534
O -2.19740 2.01958 1.98752 0.283
O -2.32136 -2.17212 1.93917 0.258
O -2.68560 -1.73846 -1.23363 0.241
O 1.07477 -0.14023 1.48775 -0.544
O -2.31697 1.84903 -1.00747 0.266
C 0.40337 -0.35179 3.82470 0.003
C 1.55224 -0.00527 2.88610 -0.639
C -1.26645 1.75076 -0.49664 -0.092
C -0.67169 0.29776 -3.57081 -0.080
C 0.81366 0.01944 -3.52678 -0.711
C 2.70272 -0.99646 3.06626 -0.008
C 1.13106 -1.40704 -3.95178 -0.079
C 1.93866 1.43860 3.11156 -0.024
C 1.61351 1.09109 -4.26110 -0.072
C -1.57721 -1.67564 -0.87788 -0.057
C -1.34763 -2.01578 1.32986 -0.041
C -1.16764 1.97037 1.44252 -0.034
H 1.40051 1.09678 -5.34124 0.134
H -1.24292 -0.45475 -3.00886 0.051
H 2.35473 -2.02621 2.84715 0.049
H -1.04096 0.28223 -4.61308 0.145
H 1.37783 2.09548 -3.87949 0.092
H 2.69126 0.92586 -4.13952 0.103
H 0.88896 -1.55876 -5.01349 0.135
H 3.06691 -0.93821 4.11152 0.142
H 2.75488 1.75272 2.45726 0.092
H 0.70452 -0.16897 4.86657 0.137
H -0.92094 1.27183 -3.14582 0.072
H -0.47082 0.27550 3.60315 0.089
H 0.53355 -2.12391 -3.37023 0.075
H 2.29013 1.56375 4.13562 0.143
H 3.51241 -0.75246 2.36301 0.107
H 1.07464 2.10856 3.01023 0.083
H 0.12925 -1.40546 3.72387 0.095
H 2.18773 -1.64120 -3.78460 0.099



12
Properties=species:S:1:pos:R:3:lowdin_charge:R:1 method="wB97M-V/def2-TZVPD" orbital_gap_ha=0.314 fmax_ha_per_bohr=0.075
N -2.80969 -0.33749 -0.18532 0.170
N 2.02357 -1.01617 0.52557 0.019
C 0.81310 -1.43600 0.41560 -0.160
C 0.04652 1.11721 -0.09201 -0.099
C -0.30377 -0.45828 0.15422 -0.232
C -1.61577 -0.40797 -0.10834 -0.200
H 0.34876 1.78166 0.79119 0.094
H -3.22964 -0.45476 -1.10604 0.091
H 0.53802 1.28545 -1.13062 0.100
H 2.27469 0.02536 0.41694 0.124
H 2.79951 -1.62696 0.67940 0.081
H -0.88527 1.52796 -0.36058 0.013



9
Properties=species:S:1:pos:R:3:lowdin_charge:R:1 method="wB97M-V/def2-TZVPD" orbital_gap_ha=0.387 fmax_ha_per_bohr=0.026
O 1.05905 1.06184 1.44563 -0.051
N -0.21526 -1.32289 -2.45623 0.038
C -0.32236 -0.03389 -0.21217 0.059
C -0.10991 0.31906 1.20136 -0.267
C -0.78998 -0.43896 -3.07598 0.109
C -0.37784 -0.44844 -1.34785 -0.235
H -0.11548 -0.62533 1.77087 0.129
H -0.94052 0.91674 1.58118 0.125
H 1.81230 0.57187 1.09320 0.094